Record 1
Density functional theory data (wB97M-V/def2-TZVPD) for a 4-piece molecular cluster, C25H61N3O6 overall.

```
95
Properties=species:S:1:pos:R:3
C 8.76789 -18.62151 7.71250
C 10.07852 -18.18273 8.39457
N 11.13804 -17.54593 7.43060
C 10.37387 -16.32293 6.78418
C 12.33425 -16.99383 8.11497
C 13.11168 -18.14294 8.83420
C 11.55148 -18.62390 6.37561
C 12.71235 -18.26695 5.41906
O 12.22301 -17.18267 4.64738
C 13.07248 -16.77799 3.58513
H 8.22707 -17.81149 7.22314
H 8.02961 -19.04952 8.39064
H 8.91520 -19.27737 6.85446
H 10.56539 -19.03951 8.86037
H 9.86487 -17.39281 9.11463
H 9.89716 -15.84351 7.63916
H 9.70863 -16.74609 6.03151
H 11.06132 -15.74570 6.16586
H 11.78094 -16.36200 8.80976
H 12.97947 -16.45088 7.42432
H 13.70977 -18.84238 8.25010
H 12.52126 -18.67787 9.57808
H 13.76152 -17.64338 9.55270
H 10.65484 -18.97187 5.86271
H 11.93552 -19.54156 6.82115
H 12.89138 -19.21401 4.91004
H 13.69086 -18.04429 5.84453
H 13.95677 -16.18064 3.80718
H 12.46975 -16.12519 2.95372
H 13.32978 -17.71166 3.08499
C 10.27953 -19.48391 14.21429
C 10.74377 -18.09377 13.89007
N 12.00510 -17.61245 14.64322
C 13.33731 -18.25369 14.11604
C 12.06023 -15.99588 14.49001
C 11.01489 -15.33428 15.20027
C 11.83471 -18.00525 16.18682
C 12.80665 -17.32940 17.22651
O 13.93860 -18.13293 17.40660
C 14.84976 -17.82957 18.41062
H 9.62514 -19.71121 13.37274
H 9.93628 -19.73341 15.21830
H 11.07298 -20.20740 14.02700
H 9.93744 -17.38168 14.06580
H 10.97344 -18.13188 12.82523
H 14.15266 -17.96170 14.77790
H 13.49450 -17.96441 13.07695
H 13.32737 -19.32137 14.33522
H 12.15312 -15.79209 13.42327
H 12.98678 -15.69942 14.98166
H 10.85452 -15.65944 16.22820
H 10.03031 -15.29419 14.73432
H 11.24167 -14.27241 15.29562
H 11.96590 -19.08676 16.15191
H 10.76317 -18.01439 16.38636
H 12.18484 -17.15703 18.10498
H 13.23714 -16.38943 16.88119
H 15.84652 -18.20039 18.17172
H 14.61426 -18.38473 19.31861
H 14.96215 -16.77127 18.64613
C 15.42417 -10.65843 11.78716
C 14.36066 -10.86035 10.67891
N 13.10045 -11.87955 10.91769
C 13.37283 -12.93753 11.94980
C 11.99993 -10.90781 11.51737
C 10.71159 -11.60694 12.06002
C 12.52412 -12.44374 9.60078
C 13.26758 -13.57176 8.90316
O 14.53346 -13.14908 8.43453
C 15.48568 -14.20509 8.28872
H 14.86374 -10.27034 12.63770
H 16.17863 -9.94335 11.45919
H 15.86605 -11.58003 12.16596
H 14.87668 -11.45550 9.92550
H 14.04563 -9.88350 10.31203
H 12.67983 -13.77810 11.98582
H 13.52173 -12.51077 12.94167
H 14.28775 -13.30084 11.48180
H 11.79920 -10.10415 10.80888
H 12.48446 -10.51014 12.40911
H 10.12185 -10.94237 12.69141
H 10.82397 -12.59991 12.49531
H 9.94642 -11.74252 11.29567
H 12.44844 -11.52442 9.02006
H 11.57326 -12.81610 9.98200
H 12.71177 -13.95061 8.04547
H 13.41459 -14.39358 9.60395
H 16.39700 -13.74506 7.90664
H 15.11566 -14.89044 7.52617
H 15.61509 -14.60857 9.29298
O 9.51276 -14.63983 12.34313
C 9.76793 -15.08563 11.16812
O 10.68829 -15.95952 11.14881
O 9.06013 -14.71919 10.20606
H 10.16786 -15.31014 12.55084
```

Strongest force on any atom ... 0.14587 hartree/bohr
Highest occupied orbital energy ... -12.75 eV
Energy relative to the best compared isomer or geometry (same formula, charge and spin) ... 4.7656 eV
Charge ... +2
Frontier orbital gap ... 8.5 eV

=====

Record 2
Density functional theory data (wB97M-V/def2-TZVPD) for an isolated ion of composition C7H11ClN2O4P and charge -1.

```
26
Properties=species:S:1:pos:R:3
C 1.98461 2.04227 -0.83081
C 2.20793 1.42778 0.54288
O 1.89929 1.83130 1.61381
C 3.11246 0.16120 0.34873
O 4.32203 0.27650 0.42411
O 2.52131 -0.98287 0.15017
P 0.86708 -1.41393 0.39936
C 1.24946 -3.13769 -0.22280
N 0.20384 -0.63554 -0.90422
C -0.90884 0.04344 -1.03768
O -1.24925 0.70053 -2.02930
C -1.87804 0.10434 0.18394
C -1.58949 1.38886 0.96788
N -3.24474 -0.11214 -0.34589
Cl -4.48594 0.00217 0.84304
H 1.41171 2.89826 -0.80246
H 1.62340 1.12071 -1.42653
H 2.99856 2.31936 -1.27544
H 0.54076 -3.84219 -0.62321
H 1.86906 -2.84212 -1.18558
H 1.72302 -3.69139 0.61931
H -1.80889 -0.77272 0.85235
H -0.60537 1.30012 1.50872
H -1.71011 2.18079 0.33000
H -2.32004 1.46583 1.65234
H -3.26849 0.74154 -0.92376
```

Strongest force on any atom ... 0.07498 hartree/bohr
Highest occupied orbital energy ... -4.56 eV
SMILES string ... CC(=O)C(=O)OP(C)/N=C(/[O-])[C@@H](C)NCl
Charge ... -1
Frontier orbital gap ... 7.7 eV

=====

Record 3
Density functional theory data (wB97M-V/def2-TZVPD) for C5H11NO as an isolated structure.

```
18
Properties=species:S:1:pos:R:3
C -0.95565 -1.55388 -0.41406
C -0.25282 -0.31412 -0.84159
C -1.14051 1.27173 0.42290
N 1.01324 -0.02010 -0.56406
C 1.69325 -0.72674 0.50288
C 0.64124 1.47683 -0.23528
O 0.72567 2.30441 -1.12479
H -0.74619 -1.79873 0.63138
H -2.03452 -1.44923 -0.55528
H -0.58667 -2.37125 -1.04717
H -0.65412 0.24054 -1.68459
H -1.15084 2.34063 0.65904
H -2.03138 1.08297 -0.18916
H -1.22778 0.68481 1.34532
H 1.14823 -0.70923 1.46108
H 1.84660 -1.76323 0.19333
H 2.67008 -0.25642 0.64760
H 1.04216 1.56103 0.79245
```

Strongest force on any atom ... 0.00565 hartree/bohr
Highest occupied orbital energy ... -8.15 eV
Energy relative to the best compared isomer or geometry (same formula, charge and spin) ... 4.6793 eV
Frontier orbital gap ... 8.6 eV